No. 1
This record from the Open Molecules 2025 dataset describes C4H9NO in the gas phase. The level of theory is ωB97M-V with the def2-TZVPD basis set.

Geometry as XYZ:
```
15
Properties=species:S:1:pos:R:3:forces:R:3
C -2.333478 -0.228388 -0.460463 -0.1 0.0 0.0
N -0.384284 0.756829 0.603109 0.4 -0.1 0.1
C -0.821092 -0.060664 -0.524261 0.0 0.0 -0.1
C 0.783100 0.635310 1.079318 -0.2 0.1 0.0
C 1.913170 -0.260389 0.596780 0.0 -0.1 0.2
O 2.081775 -0.275723 -0.806607 0.1 0.3 -0.1
H -2.703685 -0.780442 -1.331047 0.1 0.1 0.1
H -2.625548 -0.773858 0.442954 0.0 0.1 -0.1
H -2.820041 0.751484 -0.432079 0.1 -0.1 0.0
H -0.319154 -1.036938 -0.559767 -0.1 0.1 0.0
H -0.544727 0.458374 -1.450461 0.0 -0.1 0.1
H 1.019714 1.261475 1.947295 0.0 -0.1 -0.1
H 1.712906 -1.299272 0.886011 0.0 0.1 0.0
H 2.840620 0.042223 1.106057 -0.2 0.0 -0.1
H 2.209520 0.636198 -1.097096 0.0 -0.2 0.0
```
Forces are in eV/Å.

Calculated values
SMILES: CC/N=C\CO
Kohn-Sham gap: 0.372 Ha
HOMO: -9.345 eV
Energy relative to the best compared isomer or geometry (same formula, charge and spin): 42.1 kcal per mole
Net charge: 0
Maximum force: 0.4 eV/Å

***

No. 2
This record from the Open Molecules 2025 dataset describes C4H9NO in the gas phase. The level of theory is ωB97M-V with the def2-TZVPD basis set.

Geometry as XYZ:
```
15
Properties=species:S:1:pos:R:3:forces:R:3
C -2.083121 -0.253256 -0.930507 -0.1 0.1 -0.3
C -0.825808 0.382498 -0.325638 0.0 0.2 1.0
C 0.380610 -0.536455 -0.380786 0.1 0.3 0.3
C 1.652379 0.129527 0.093792 0.2 -0.3 -0.5
O 2.580055 -0.497498 0.532920 0.0 0.1 0.2
N -0.963626 0.796756 1.096120 -0.2 -0.1 -0.3
H -1.917868 -1.269561 -1.283626 0.1 -0.1 0.1
H -2.439397 0.315439 -1.793940 0.0 0.0 0.1
H -2.883519 -0.295537 -0.194335 -0.1 0.1 0.0
H -0.593822 1.332241 -0.809340 0.0 -0.1 -0.4
H 0.573114 -0.907733 -1.390632 -0.1 0.0 0.0
H 0.217739 -1.398417 0.271493 0.0 -0.1 -0.1
H 1.752623 1.217390 -0.084066 -0.2 0.1 0.1
H -1.111532 -0.005925 1.703507 0.0 0.0 -0.1
H -1.790244 1.383617 1.193261 0.2 -0.1 0.1
```
Forces are in eV/Å.

Calculated values
SMILES: C[C@@H](N)CC=O
Kohn-Sham gap: 0.388 Ha
HOMO: -9.560 eV
Energy relative to the best compared isomer or geometry (same formula, charge and spin): 29.0 kcal per mole
Net charge: 0
Maximum force: 1.0 eV/Å

***

Copy entry 2 word for word.
This record from the Open Molecules 2025 dataset describes C4H9NO in the gas phase. The level of theory is ωB97M-V with the def2-TZVPD basis set.

Geometry as XYZ:
```
15
Properties=species:S:1:pos:R:3:forces:R:3
C -2.083121 -0.253256 -0.930507 -0.1 0.1 -0.3
C -0.825808 0.382498 -0.325638 0.0 0.2 1.0
C 0.380610 -0.536455 -0.380786 0.1 0.3 0.3
C 1.652379 0.129527 0.093792 0.2 -0.3 -0.5
O 2.580055 -0.497498 0.532920 0.0 0.1 0.2
N -0.963626 0.796756 1.096120 -0.2 -0.1 -0.3
H -1.917868 -1.269561 -1.283626 0.1 -0.1 0.1
H -2.439397 0.315439 -1.793940 0.0 0.0 0.1
H -2.883519 -0.295537 -0.194335 -0.1 0.1 0.0
H -0.593822 1.332241 -0.809340 0.0 -0.1 -0.4
H 0.573114 -0.907733 -1.390632 -0.1 0.0 0.0
H 0.217739 -1.398417 0.271493 0.0 -0.1 -0.1
H 1.752623 1.217390 -0.084066 -0.2 0.1 0.1
H -1.111532 -0.005925 1.703507 0.0 0.0 -0.1
H -1.790244 1.383617 1.193261 0.2 -0.1 0.1
```
Forces are in eV/Å.

Calculated values
SMILES: C[C@@H](N)CC=O
Kohn-Sham gap: 0.388 Ha
HOMO: -9.560 eV
Energy relative to the best compared isomer or geometry (same formula, charge and spin): 29.0 kcal per mole
Net charge: 0
Maximum force: 1.0 eV/Å

***

Q: Kohn-Sham gap of number 1 (C4H9NO)?
A: 0.372 Ha

***

Q: What is the net charge in the second record?
A: 0

***

Q: What is the formula in the first record?
A: C4H9NO